No. 1
A cluster of 2 separate species, CH4N3O in total, computed with ωB97M-V/def2-TZVPD.

```
9
Properties=species:S:1:pos:R:3:forces:R:3:nbo_charge:R:1
C -1.767763 0.561052 0.081234 -2.2 0.2 0.0 0.1387
N 2.526922 -0.662742 -0.723079 0.0 0.6 -0.2 0.5268
N -0.766787 0.099380 0.708335 1.3 -0.7 0.4 -0.6189
N 1.551763 -0.300418 -0.354303 -1.1 0.3 0.5 -0.2305
O 3.543772 -0.950246 -1.139307 2.3 -1.0 -0.8 -0.2207
H -2.712996 0.693553 0.629787 0.2 -0.6 -0.4 0.2260
H -0.695456 -0.509320 1.633188 -0.8 2.3 -2.1 0.4794
H 0.146104 0.243306 0.200919 -0.7 -1.1 0.7 0.4442
H -1.825558 0.825435 -1.036774 1.0 0.0 1.9 0.2550
```
Positions in Å, forces in eV/Å.

The charge is +1. The calculation puts the total energy at -7609.3180 eV. For the HOMO-LUMO gap, the calculation gives 0.4033 Eh. The energy above the lowest of the compared OMol25 structures with the same formula, charge and spin is 3.690 eV.

=====

No. 2
The ion CH4N3O5S3 with charge -1, computed with ωB97M-V/def2-TZVPD.

```
16
Properties=species:S:1:pos:R:3:forces:R:3:nbo_charge:R:1
N -2.326746 1.178210 0.025209 -2.1 1.4 -0.4 -0.8361
C -1.628564 0.191226 0.622709 0.4 -1.6 -2.1 0.7899
O -1.904468 -0.142714 1.737244 0.6 -0.4 1.5 -0.6354
N -0.810363 -0.632496 -0.270448 1.0 -0.1 0.6 -0.5355
N 0.484700 -1.201636 0.271377 -3.3 0.7 -0.3 -0.7028
S 0.548496 -2.802368 0.825940 -0.5 -0.8 -1.5 0.2093
S 1.717482 -0.603020 -0.674162 2.2 1.5 -0.3 1.8488
O 1.615853 -0.787630 -2.116379 -1.1 -0.4 0.0 -0.9767
O 2.848435 -1.255054 -0.065074 0.9 -0.4 0.3 -0.9872
S 1.635440 1.676871 0.132569 -1.9 0.5 -0.4 1.4795
O 2.912761 2.219412 -0.268127 0.4 0.1 -0.3 -0.9473
O 0.465450 2.160476 -0.659863 1.3 -0.4 0.7 -1.0017
H -2.202006 1.580044 -0.888850 0.7 -0.3 0.1 0.4039
H -3.230841 1.459720 0.468183 1.6 -0.6 -0.3 0.3928
H -0.665161 -0.361304 -1.272836 -0.2 0.0 1.5 0.4045
H 0.539526 -2.679738 2.132508 0.0 0.7 0.8 0.0940
```
Positions in Å, forces in eV/Å.

The charge is -1. The calculation puts the total energy at -48315.4657 eV. For the HOMO-LUMO gap, the calculation gives 0.2827 Eh. The energy above the lowest of the compared OMol25 structures with the same formula, charge and spin is 0.170 eV. Its structure (SMILES) is NC(=O)NN(S)[S@](=O)([O-])=S(=O)=O.

=====

No. 3
The molecule CH4N3P, computed with ωB97M-V/def2-TZVPD.

```
9
Properties=species:S:1:pos:R:3:forces:R:3:nbo_charge:R:1
N -2.750790 0.461722 0.463835 -0.2 0.4 0.0 -0.2658
C -1.762872 0.256015 -0.085647 0.7 -1.1 -0.1 -0.0975
P -0.304182 -0.504576 -0.889310 2.8 1.9 2.7 1.0212
N 0.894313 1.151694 -0.220565 0.3 -5.3 -0.1 -1.0053
N 0.266564 -1.444265 0.508571 -2.1 0.4 -2.3 -1.1097
H 0.618563 1.815807 -0.839719 -1.3 3.2 -2.2 0.3293
H 1.796553 0.850514 -0.679815 -0.9 0.2 0.8 0.3377
H 0.025733 -0.815092 1.235113 0.5 0.2 1.4 0.3918
H 1.216118 -1.771815 0.507538 0.2 0.2 -0.2 0.3983
```
Positions in Å, forces in eV/Å.

The calculation puts the total energy at -14859.4347 eV. For the HOMO-LUMO gap, the calculation gives 0.3582 Eh. The energy above the lowest of the compared OMol25 structures with the same formula, charge and spin is 1.312 eV. Its structure (SMILES) is N#CP(N)N.

=====

| no. | HOMO energy (eV) | maximum force (eV Å⁻¹) |
| --- | --- | --- |
| 1 | -16.47 | 3.23 |
| 2 | -4.66 | 3.39 |
| 3 | -9.91 | 5.33 |